1.
Formula: C4H8N4
Source: OMol25
Level of theory: ωB97M-V/def2-TZVPD

orbital gap: 8.13 eV
energy above the lowest of the compared OMol25 structures with the same formula, charge and spin: 123.9 kcal per mole
E_LUMO: 0.303 eV
structure (SMILES): C1=C\NNCC/N=N/1

Each line ends with the Mulliken charge.
Cartesian coordinates (Å):
C  0.709  1.927  -0.046  -0.204
C  1.181  1.150  0.957  -0.284
N  0.948  -0.264  1.284  -0.227
N  -0.354  -0.824  1.073  -0.452
C  -0.442  -1.433  -0.237  -0.759
C  -1.193  -0.622  -1.405  -0.261
N  -1.123  0.845  -0.898  -0.168
N  0.044  1.306  -1.065  -0.313
H  1.053  2.866  -0.361  0.387
H  1.880  1.672  1.642  0.271
H  1.381  -0.500  2.214  0.254
H  -1.116  -0.117  1.374  0.324
H  -0.698  -2.420  -0.120  0.550
H  0.646  -1.634  -0.484  0.306
H  -0.693  -0.879  -2.391  0.290
H  -2.224  -1.074  -1.538  0.286

***

2.
Formula: C4H8N4
Source: OMol25
Level of theory: ωB97M-V/def2-TZVPD

orbital gap: 7.84 eV
energy above the lowest of the compared OMol25 structures with the same formula, charge and spin: 23.5 kcal per mole
E_LUMO: 0.924 eV
structure (SMILES): CNc1c[nH]c(N)n1

Each line ends with the Mulliken charge.
Cartesian coordinates (Å):
C  1.481  -2.224  -0.039  -0.859
N  0.578  -1.442  -0.882  -0.225
C  -0.157  -0.394  -0.417  0.535
C  -1.471  -0.055  -0.696  -0.724
N  -1.689  1.164  0.031  -0.132
C  -0.388  1.619  0.435  0.233
N  0.048  2.753  1.071  -0.382
N  0.560  0.685  0.172  -0.608
H  0.901  -3.061  0.419  0.259
H  2.240  -2.726  -0.648  0.301
H  2.148  -1.635  0.582  0.344
H  0.036  -2.030  -1.456  0.220
H  -2.208  -0.638  -1.209  0.370
H  -2.443  1.694  -0.260  0.235
H  0.950  2.799  1.543  0.232
H  -0.585  3.492  1.355  0.201

***

3.
Formula: C4H8N4
Source: OMol25
Level of theory: ωB97M-V/def2-TZVPD

orbital gap: 7.64 eV
energy above the lowest of the compared OMol25 structures with the same formula, charge and spin: 210.0 kcal per mole
E_LUMO: -0.154 eV

Each line ends with the Mulliken charge.
Cartesian coordinates (Å):
C  -0.340  -0.915  -0.187  0.050
C  0.450  1.233  -1.022  -0.361
C  1.127  2.225  -0.963  -0.448
C  1.094  -0.205  2.269  -0.437
H  -3.109  -1.914  -1.795  0.291
H  -2.135  -2.216  0.187  0.271
H  -0.975  -1.067  0.793  0.044
H  -0.071  0.802  -1.750  0.429
H  1.224  3.186  -1.646  0.233
H  1.879  2.195  -0.044  0.231
H  1.447  0.494  3.090  0.246
H  0.764  -1.238  2.470  0.319
N  -1.968  -2.156  -1.226  -0.652
N  -0.992  -1.304  -1.312  -0.032
N  0.501  0.286  -0.017  0.616
N  1.105  0.594  1.154  -0.800

***

4.
Formula: C4H8N4
Source: OMol25
Level of theory: ωB97M-V/def2-TZVPD

orbital gap: 8.81 eV
energy above the lowest of the compared OMol25 structures with the same formula, charge and spin: 63.0 kcal per mole
E_LUMO: 0.793 eV
structure (SMILES): [H]/N=C1\CC/C(=N\[H])NN1

Each line ends with the Mulliken charge.
Cartesian coordinates (Å):
H  3.490  0.244  -0.222  0.235
N  2.805  -0.501  -0.225  -0.699
C  1.574  -0.133  -0.024  0.443
C  0.673  1.116  0.329  -0.560
C  -0.789  1.019  -0.300  -0.569
C  -1.426  -0.283  -0.047  0.441
N  -2.703  -0.587  -0.112  -0.807
H  -3.343  0.203  -0.454  0.222
N  -0.554  -1.340  0.311  -0.204
N  0.780  -1.304  -0.228  -0.292
H  1.156  2.152  0.046  0.279
H  0.345  1.129  1.372  0.271
H  -0.799  1.054  -1.328  0.329
H  -1.434  1.726  0.354  0.293
H  -0.888  -2.297  0.323  0.318
H  1.113  -2.197  0.206  0.299

***

5.
Formula: C4H8N4
Source: OMol25
Level of theory: ωB97M-V/def2-TZVPD

orbital gap: 9.50 eV
energy above the lowest of the compared OMol25 structures with the same formula, charge and spin: 38.5 kcal per mole
E_LUMO: 0.903 eV
structure (SMILES): [H]/N=C1/CC/C(=N/N)N1

Each line ends with the Mulliken charge.
Cartesian coordinates (Å):
H  -2.148  -2.299  -0.713  0.239
N  -1.294  -2.593  -0.163  -0.654
C  -0.508  -1.535  -0.135  0.307
C  0.796  -1.562  0.537  -0.437
C  1.310  -0.097  0.862  -0.429
C  0.277  0.753  0.083  0.273
N  0.288  2.069  -0.052  -0.519
N  -0.720  2.646  -0.826  -0.527
N  -0.655  -0.161  -0.526  -0.123
H  0.735  -2.099  1.478  0.258
H  1.490  -2.145  -0.090  0.242
H  1.321  0.206  1.888  0.358
H  2.182  0.170  0.305  0.218
H  -0.258  3.218  -1.487  0.234
H  -1.345  3.175  -0.130  0.241
H  -1.473  0.256  -1.031  0.319

***

6.
Formula: C4H8N4
Source: OMol25
Level of theory: ωB97M-V/def2-TZVPD

orbital gap: 8.56 eV
energy above the lowest of the compared OMol25 structures with the same formula, charge and spin: 182.8 kcal per mole
E_LUMO: 0.899 eV
structure (SMILES): C=NN1C[C@@H]1/C=N/N

Each line ends with the Mulliken charge.
Cartesian coordinates (Å):
C  0.269  -1.068  2.535  -0.357
N  0.596  -0.253  1.679  -0.509
N  0.843  -0.989  0.635  0.089
C  1.769  -0.333  -0.303  -0.523
C  0.296  -0.725  -0.740  0.187
C  -0.584  0.473  -0.636  -0.420
N  -1.118  0.870  -1.881  -0.281
N  -1.921  1.871  -1.724  -0.409
H  0.034  -0.819  3.581  0.300
H  0.563  -2.202  2.115  0.315
H  2.672  -0.783  -0.817  0.256
H  1.941  0.826  -0.439  0.252
H  0.106  -1.744  -1.268  0.271
H  -0.609  1.043  0.470  0.263
H  -2.227  2.179  -0.679  0.289
H  -2.627  1.653  -2.528  0.277

***

7.
Formula: C4H8N4
Source: OMol25
Level of theory: ωB97M-V/def2-TZVPD

orbital gap: 8.35 eV
energy above the lowest of the compared OMol25 structures with the same formula, charge and spin: 181.2 kcal per mole
E_LUMO: 0.126 eV

Each line ends with the Mulliken charge.
Cartesian coordinates (Å):
C  -1.239  0.691  0.614  -0.421
C  -1.687  -0.482  -0.180  -0.506
C  1.627  -1.160  0.162  -0.278
C  1.967  0.157  0.036  -0.137
H  -2.075  1.417  0.780  0.295
H  -0.969  0.329  1.635  0.286
H  -2.488  -1.221  0.554  0.297
H  -2.301  -0.080  -1.034  0.310
H  2.183  -2.073  0.113  0.398
H  3.020  0.302  -0.424  0.189
H  1.599  2.151  -0.501  0.311
H  -0.215  0.262  -1.311  0.468
N  -0.498  -1.200  -0.581  -0.170
N  0.209  -1.377  0.417  -0.273
N  1.090  1.168  0.160  -0.320
N  -0.223  1.116  -0.442  -0.450

***

8.
Formula: C4H8N4
Source: OMol25
Level of theory: ωB97M-V/def2-TZVPD

orbital gap (spin up / spin down): 7.20 / 7.18 eV
energy above the lowest of the compared OMol25 structures with the same formula, charge and spin: 116.6 kcal per mole
E_LUMO (spin up / spin down): 0.475 / 0.466 eV

Each line ends with the Mulliken charge.
Cartesian coordinates (Å):
C  -1.459  -1.270  0.602  -0.094
C  0.601  -0.995  -0.883  -0.114
C  2.160  0.217  0.509  -0.957
C  1.952  -0.468  -0.896  -0.183
N  -0.374  -1.056  -0.138  -0.038
N  -2.591  -0.618  0.523  -0.130
N  -2.980  0.010  -0.490  -0.263
N  -4.165  0.650  -0.357  -0.410
H  -1.314  -1.945  1.525  0.287
H  1.504  1.095  0.728  0.299
H  3.252  0.475  0.494  0.300
H  1.835  -0.516  1.392  0.244
H  2.657  -1.230  -1.032  0.283
H  2.134  0.276  -1.748  0.267
H  -4.754  0.300  0.383  0.267
H  -4.550  0.791  -1.252  0.242